This record from OMol25 describes C52H136AsF6N8O8 as an isolated structure at a distorted geometry. The level of theory is ωB97M-V with the def2-TZVPD basis set.

```
211
Properties=species:S:1:pos:R:3:forces:R:3:mulliken_charge:R:1
C -17.878751 18.273757 -12.167701 -1.3 0.1 -2.1 -1.370
C -16.395529 18.416945 -12.197216 -0.1 1.0 0.1 -0.094
N -15.705504 18.439570 -13.524450 0.2 -2.0 -0.5 0.290
C -15.931586 17.069791 -14.116050 -0.8 0.3 1.0 -1.293
C -16.302429 19.469083 -14.407567 -0.8 -0.4 0.0 -0.396
C -15.829312 19.469713 -15.808253 1.6 0.1 -1.5 -1.369
C -14.185766 18.568470 -13.350382 -1.1 1.4 0.9 -0.465
C -13.604548 19.999087 -13.198887 2.8 -0.2 -1.4 -0.719
O -13.947797 20.745701 -12.131897 -2.3 -2.4 2.6 -0.356
C -13.889608 22.087726 -11.905251 2.6 2.5 -1.4 -0.740
H -18.428353 19.006022 -12.813836 0.7 -0.3 0.5 0.292
H -18.204863 18.529850 -11.184627 -0.3 -0.4 0.8 0.472
H -18.240267 17.302973 -12.502694 0.0 0.0 0.6 0.341
H -15.904250 17.681968 -11.570047 0.1 0.0 0.1 0.396
H -16.270118 19.413332 -11.859045 0.9 0.9 0.9 0.164
H -16.984622 16.953258 -14.315524 -0.3 0.0 0.0 0.440
H -15.635582 16.294137 -13.417310 0.2 0.1 0.2 0.380
H -15.413997 16.969454 -15.016510 0.9 -0.1 -1.3 0.555
H -16.149194 20.387741 -13.897087 0.1 1.0 0.3 0.483
H -17.372589 19.269666 -14.436215 0.1 0.0 0.2 0.345
H -16.045668 18.553454 -16.360125 0.0 -0.1 0.2 0.346
H -14.744844 19.683329 -15.956017 -0.7 -0.2 0.3 0.289
H -16.331738 20.237443 -16.383877 -0.2 0.3 0.1 0.432
H -13.779620 18.132602 -14.248803 0.5 -0.1 0.0 0.408
H -14.012328 17.969375 -12.450468 0.4 0.1 -0.3 0.434
H -13.669096 20.609266 -14.095246 -0.4 -0.2 -0.6 0.428
H -12.486773 19.793628 -13.123542 -0.9 -0.1 -0.3 0.408
H -12.807265 22.489009 -11.949952 -1.2 -0.8 0.9 0.291
H -14.392529 22.297458 -10.963260 0.2 0.1 -0.1 0.247
H -14.254675 22.725425 -12.718779 -0.9 -0.3 -0.1 0.357
C -21.812286 12.046122 -15.969753 1.9 2.1 -1.8 -1.125
C -23.148748 12.097321 -15.504669 -2.9 -0.2 4.4 -0.132
N -23.542339 10.824442 -14.191962 0.8 6.2 -0.3 0.261
C -22.491965 10.909574 -13.140404 -1.2 -2.8 0.6 -1.195
C -24.863785 11.346743 -13.619013 -0.2 -3.1 0.4 -0.815
C -26.071296 11.472602 -14.516957 -0.5 1.8 0.8 -1.381
C -23.544046 9.668194 -14.875718 -2.8 -7.0 -0.3 -0.790
C -24.521734 8.465872 -14.030815 1.9 1.8 -4.4 -0.814
O -24.056073 8.246449 -12.832938 0.5 4.4 2.8 -0.234
C -23.717316 7.086932 -12.326736 -2.6 -6.9 -1.9 -0.596
H -20.910358 12.110722 -15.309507 -1.1 0.4 -0.6 0.309
H -21.943953 12.892072 -16.760276 0.9 -0.2 1.6 0.362
H -21.648997 11.383593 -16.779707 0.1 -1.8 -0.2 0.425
H -23.880131 11.930898 -16.302388 0.0 -0.2 0.5 0.340
H -23.508018 12.880268 -14.745778 1.1 -0.4 -1.8 0.265
H -22.791704 10.236164 -12.288960 0.2 0.4 -1.0 0.312
H -22.435138 11.843521 -12.697503 0.3 2.2 0.3 0.538
H -21.569095 10.523439 -13.527555 0.5 0.2 -0.2 0.423
H -24.677841 12.259643 -13.122962 0.5 0.9 0.6 0.801
H -25.095141 10.535051 -12.862567 0.2 1.3 -0.4 0.461
H -26.929307 11.669063 -13.856384 0.2 -0.4 0.1 0.412
H -26.323964 10.631310 -15.081544 -0.2 -1.4 -0.9 0.328
H -26.135620 12.355976 -15.145610 0.6 0.0 -0.3 0.367
H -22.643336 9.109939 -14.978262 1.2 0.5 -0.3 0.373
H -24.121981 9.673034 -15.785936 0.2 0.4 -0.5 0.479
H -24.496450 7.579709 -14.710212 -0.6 0.6 0.4 0.514
H -25.336937 9.152684 -14.039704 -1.7 -1.1 0.1 0.338
H -24.616001 6.368177 -12.401494 -0.9 1.3 2.5 0.231
H -23.271106 7.008380 -11.350816 0.5 0.2 -0.3 0.304
H -23.635112 6.307872 -13.147549 3.3 0.8 0.0 0.238
C -29.631965 20.564732 -12.740017 -0.4 -0.1 0.3 -1.293
C -28.390186 20.245942 -11.901043 0.1 1.5 -0.1 -0.208
N -27.155100 21.272466 -12.113644 -1.2 -0.8 -0.8 0.240
C -26.709892 21.285282 -13.539052 -0.2 0.0 0.9 -1.127
C -27.703293 22.662902 -11.840411 0.7 -0.4 1.2 -0.351
C -26.746707 23.793907 -12.059227 0.7 0.0 0.5 -1.306
C -26.066529 20.923925 -11.108743 -0.7 -2.0 -0.1 -0.564
C -25.079751 19.709008 -11.316711 -0.9 0.9 -1.7 -0.721
O -25.722457 18.549013 -11.773177 -1.4 0.0 0.2 -0.282
C -24.917012 17.498365 -12.318230 0.8 1.8 0.0 -0.742
H -30.160144 21.471559 -12.419724 0.4 -0.1 -0.2 0.364
H -30.405868 19.786657 -12.614894 0.6 0.0 0.2 0.411
H -29.453012 20.572775 -13.809094 0.2 0.2 -0.2 0.355
H -27.974445 19.292795 -12.153808 0.3 -0.5 0.1 0.363
H -28.655664 20.329953 -10.831640 0.4 -0.1 -0.5 0.320
H -25.759585 21.760194 -13.541730 0.8 0.6 -0.3 0.456
H -27.436702 21.891321 -14.050184 -0.1 -0.1 -0.6 0.493
H -26.600063 20.304258 -13.942470 -0.2 -0.7 -0.2 0.253
H -27.900814 22.552987 -10.789743 -0.7 0.5 0.5 0.402
H -28.592006 22.882475 -12.424648 -0.1 -0.6 0.1 0.356
H -26.799465 24.111200 -13.074622 0.2 0.5 -0.7 0.394
H -25.706127 23.590355 -11.796566 -0.1 -0.2 -0.1 0.319
H -27.027233 24.602040 -11.393361 -0.2 0.3 -0.1 0.412
H -26.656097 20.635050 -10.252235 -0.1 0.2 0.5 0.332
H -25.466899 21.769436 -10.850883 0.2 0.7 -0.1 0.379
H -24.710969 19.560808 -10.337117 0.8 -0.2 1.2 0.431
H -24.255567 20.014519 -11.974157 0.0 -0.1 -0.1 0.459
H -24.670855 17.846177 -13.329064 -0.1 -0.8 -0.2 0.316
H -25.440903 16.542342 -12.262698 0.1 0.4 0.0 0.192
H -23.973408 17.521260 -11.779513 0.2 -0.7 0.2 0.347
C -29.988854 6.902500 -2.374774 -2.3 -1.8 2.6 -0.856
C -28.611121 6.949794 -2.691440 2.0 1.5 -0.7 -0.441
N -28.427819 10.491238 -4.464542 3.5 3.0 0.2 0.221
C -28.175141 11.672719 -3.588835 0.4 -1.8 -0.3 -0.953
C -27.390816 10.282647 -5.509645 -1.8 -0.3 0.5 -0.482
C -26.084537 9.895140 -4.825364 0.3 0.1 -0.8 -1.114
C -29.501364 9.833780 -4.409650 -2.2 -1.2 0.0 -0.406
C -30.506673 12.796067 -8.151771 0.5 0.4 -0.8 -0.238
O -31.054512 12.556815 -7.039046 -1.0 0.0 2.1 -0.225
C -31.174130 13.623678 -6.057848 -0.7 0.1 -0.7 -0.764
H -30.345820 7.802827 -1.814318 0.0 -0.6 -0.6 0.227
H -30.083005 6.087115 -1.529377 0.1 1.1 -0.9 0.327
H -30.733453 6.502118 -3.081775 0.6 0.7 -0.2 0.308
H -28.168381 6.631450 -3.639275 -0.3 -0.2 0.5 0.306
H -27.919871 7.249277 -1.867343 -0.5 -0.3 -0.9 0.235
H -27.311624 11.454693 -2.927109 -0.4 0.5 -0.5 0.289
H -29.050085 11.860170 -2.998351 -0.4 0.1 0.4 0.349
H -28.022751 12.488698 -4.280701 0.4 0.5 0.1 0.362
H -27.425355 11.231378 -6.051666 0.7 0.0 -0.3 0.387
H -27.863145 9.519768 -6.155275 0.8 0.1 0.1 0.305
H -25.425370 9.277985 -5.467285 -0.4 0.5 0.3 0.338
H -26.332538 9.321127 -3.946479 0.0 -0.4 0.3 0.318
H -25.551548 10.788849 -4.498599 0.1 -0.1 -0.1 0.340
H -30.209705 10.200403 -3.673257 -0.3 -0.7 -0.1 0.257
H -29.778035 9.353852 -5.341183 -0.4 -0.7 0.4 0.260
H -30.287655 13.820016 -8.460039 0.0 -0.3 -0.1 0.298
H -30.360241 11.906153 -8.728336 0.1 0.0 -0.6 0.313
H -30.223870 14.042202 -5.963247 1.9 0.5 0.4 0.400
H -31.480046 13.224566 -5.100141 -0.4 -0.2 -0.2 0.260
H -31.773734 14.459948 -6.423391 -0.6 -0.5 0.0 0.380
C -23.850992 13.202354 6.467817 -0.8 0.2 -0.3 -0.883
N -22.989398 13.005081 5.285879 -0.4 -1.0 -1.3 -0.108
C -23.841174 12.355939 4.181745 -0.3 -0.2 1.5 -0.938
C -22.596399 14.331713 4.744158 0.6 1.1 1.0 -0.954
C -21.864630 12.045744 5.694537 1.4 1.5 -0.5 -0.335
C -20.556813 12.263113 4.912871 -0.7 0.0 1.2 -0.750
O -20.789860 12.091213 3.561460 -0.9 -0.4 -1.0 -0.478
H -24.231023 12.219206 6.747237 0.3 0.1 0.5 0.395
H -24.732884 13.735134 6.075473 0.4 0.3 0.7 0.385
H -23.261458 13.736385 7.242081 -0.8 -0.4 -0.4 0.430
H -23.234184 12.136248 3.333432 0.5 0.0 -0.5 0.335
H -24.677743 13.017106 3.942654 0.3 0.0 0.1 0.408
H -24.223591 11.429983 4.620562 0.0 0.1 -0.3 0.419
H -23.490178 14.896033 4.467595 0.0 -0.5 -0.3 0.409
H -21.902345 14.212551 3.919037 -0.1 0.0 0.0 0.392
H -22.182113 14.977339 5.547240 0.2 -0.7 -0.4 0.383
H -22.134425 11.017753 5.582805 -0.9 -0.5 -0.1 0.313
H -21.650290 12.245759 6.740029 0.0 0.0 0.1 0.394
H -19.848156 11.564877 5.347221 0.2 -0.2 -0.1 0.473
H -20.193096 13.255527 5.090768 0.4 0.7 0.3 0.399
H -19.989826 11.916896 3.078410 0.6 -0.1 -0.2 0.312
C -15.625872 21.528655 -3.574927 -1.6 0.7 0.4 -0.879
N -17.139724 21.699022 -3.832160 1.5 0.3 1.4 -0.157
C -17.303974 21.838931 -5.276167 0.1 0.4 0.3 -0.860
C -17.790857 20.441154 -3.360862 0.5 -0.3 -0.2 -0.836
C -17.735363 22.889159 -3.180173 -0.8 0.1 2.2 -0.700
C -17.398861 23.074604 -1.668281 0.0 0.5 -1.0 -0.484
O -17.797895 22.038311 -0.793987 -0.1 -0.2 -0.8 -0.521
H -15.302919 20.998806 -4.427086 0.7 -0.9 -0.7 0.439
H -15.524902 20.937572 -2.666272 0.4 0.4 0.0 0.318
H -15.157184 22.509027 -3.593323 0.1 -0.1 0.4 0.391
H -17.116600 20.827049 -5.599698 0.1 0.1 -1.2 0.409
H -16.566608 22.608612 -5.567438 -0.6 -0.6 -0.5 0.399
H -18.333243 22.154636 -5.423585 0.1 0.0 -0.6 0.385
H -17.233032 19.627182 -3.894867 -1.0 0.5 0.5 0.429
H -18.824603 20.574307 -3.669453 -0.1 -0.7 0.1 0.359
H -17.680241 20.323143 -2.267132 -0.2 0.3 -0.7 0.349
H -18.814556 22.883155 -3.335302 -0.1 -0.6 0.1 0.453
H -17.474383 23.835387 -3.633192 0.8 0.0 -0.5 0.452
H -17.924622 24.018577 -1.458411 0.3 -0.1 0.4 0.343
H -16.316903 23.238950 -1.650138 -0.1 0.1 0.4 0.361
H -17.287017 22.065228 0.021755 0.0 0.2 0.0 0.350
C -18.188084 3.468726 -6.579336 0.0 -0.7 0.1 -0.973
N -16.888728 4.164019 -6.830572 -0.4 -1.1 -0.6 -0.154
C -15.899841 3.073861 -7.214616 0.4 1.5 0.4 -0.757
C -17.115458 5.043983 -8.007244 1.8 0.0 0.4 -1.036
C -16.324186 4.929854 -5.630982 -2.3 -1.1 -1.1 -0.514
C -17.020095 6.205897 -5.346345 0.1 0.8 0.9 -0.669
O -18.405547 6.051664 -4.966498 1.6 -0.6 -0.4 -0.511
H -18.496736 2.921483 -7.473870 0.3 0.2 0.0 0.444
H -18.945039 4.170031 -6.328921 -0.5 0.6 0.3 0.386
H -18.088430 2.729705 -5.796014 0.2 0.0 0.3 0.445
H -15.422406 2.796683 -6.278949 0.0 -0.7 -0.3 0.363
H -15.168511 3.506987 -7.891166 0.2 0.1 0.2 0.380
H -16.402773 2.310485 -7.765311 -0.3 -0.7 0.1 0.360
H -16.143932 5.536735 -8.169858 -0.5 0.3 -0.1 0.418
H -17.903361 5.730077 -7.762370 -0.3 0.3 -0.3 0.389
H -17.288852 4.409720 -8.861792 -0.5 0.0 -0.2 0.434
H -15.328823 5.126339 -5.910194 1.4 0.2 0.1 0.484
H -16.437152 4.277722 -4.787435 0.3 -0.5 0.4 0.402
H -16.850860 6.899169 -6.178253 -0.4 0.1 0.2 0.432
H -16.389777 6.546318 -4.498238 -0.7 0.5 -0.2 0.348
H -18.873252 6.823931 -5.256905 -0.4 0.6 -0.1 0.329
C -6.524292 14.129963 -5.589988 1.2 -0.5 1.0 -1.019
N -6.718130 12.700854 -5.425280 -0.4 -1.6 0.6 -0.240
C -5.392105 11.901499 -5.389111 -1.4 -0.8 0.6 -0.760
C -7.444890 12.594555 -4.068379 0.4 -1.0 -1.7 -0.891
C -7.540071 12.105109 -6.527468 0.5 0.3 0.8 -0.547
C -8.680549 12.939290 -7.028264 -1.6 -0.6 0.1 -0.632
O -9.549760 13.350884 -5.948885 0.3 -0.1 -0.4 -0.482
H -6.048676 14.320134 -6.507066 0.9 0.5 -1.0 0.387
H -5.954336 14.401008 -4.699735 0.1 0.7 -0.5 0.422
H -7.482882 14.544634 -5.577566 -1.3 1.0 0.1 0.470
H -4.722107 12.210286 -6.177793 0.0 0.2 -0.2 0.380
H -5.590299 10.789345 -5.434634 -0.1 1.3 -0.2 0.349
H -4.989140 12.069809 -4.410896 0.6 0.3 0.4 0.383
H -7.668403 11.539094 -3.939113 -0.3 0.1 0.3 0.379
H -8.296116 13.262999 -4.068303 -0.1 -0.3 -0.1 0.328
H -6.705554 12.901383 -3.393983 0.8 0.4 1.4 0.479
H -7.775333 11.115973 -6.169179 -0.7 -0.2 0.0 0.439
H -6.829893 11.965001 -7.301254 0.5 -0.1 -1.2 0.464
H -9.249477 12.261917 -7.678853 0.2 0.2 -0.1 0.449
H -8.363457 13.783323 -7.641496 0.1 0.1 0.2 0.341
H -10.474657 13.350128 -6.236167 0.4 0.0 0.0 0.299
As -19.626312 15.885984 -9.249238 -3.0 -0.8 -5.4 2.024
F -19.408429 14.178300 -9.225960 1.4 -0.6 -0.2 -0.481
F -20.661578 15.546021 -7.979426 -1.2 1.0 2.0 -0.452
F -20.148607 17.596511 -9.431239 0.8 -1.2 0.3 -0.527
F -18.562316 15.969407 -10.738471 -0.9 0.1 1.6 -0.540
F -21.041990 15.468044 -10.371278 1.2 0.8 0.6 -0.585
F -18.344461 16.298845 -8.291777 1.7 0.5 1.2 -0.440
```
Positions in Å, forces in eV/Å.

Values from the calculation:
Highest occupied orbital energy, eV: -13.132
Relative energy (zero: lowest compared OMol25 entry of this formula, charge and spin), eV: 0.4339
Total charge: +7
E_tot, eV: -161492.820
Molar mass, u: 1190.62
Maximum force, hartree/bohr: 0.1483
HOMO-LUMO gap, eV: 2.19